Record 1
This record from the OMol25 dataset describes 6 unconnected molecules or ions with the total composition C34H30BF41N2O6. The level of theory is the ωB97M-V functional and the def2-TZVPD basis.

Properties
- SMILES: FC(F)C(F)(F)COC(F)(F)C(F)F.FC(F)C(F)(F)COC(F)(F)C(F)F.FC(F)C(F)(F)COC(F)(F)C(F)F.FC(F)C(F)(F)COC(F)(F)C(F)F.FC(F)C(F)(F)COC(F)(F)C(F)F.C[C@H](F)CB(OC#N)c1cccnc1
- Electronic energy: -5993.93644 Ha
- Net charge: 0
- HOMO-LUMO gap: 0.375 hartree
- HOMO: -10.42 eV

Last column: Mulliken charge in e.
Element x y z (Å)
F (-1.747, -0.902, -2.549)  -0.209
C (-0.758, -0.394, -1.787)  0.042
F (-1.072, -0.617, -0.487)  -0.248
C (-0.633, 1.121, -1.976)  0.931
F (-1.730, 1.720, -1.460)  -0.237
F (0.435, 1.486, -1.211)  -0.295
C (-0.359, 1.678, -3.377)  -0.834
O (-1.464, 2.113, -4.144)  -0.426
C (-2.218, 1.269, -4.904)  0.791
F (-1.645, 0.061, -5.051)  -0.279
F (-2.315, 1.823, -6.135)  -0.313
C (-3.662, 1.160, -4.392)  0.164
F (-3.694, 0.822, -3.088)  -0.209
F (-4.293, 0.202, -5.105)  -0.266
H (0.181, -0.902, -2.024)  0.292
H (0.204, 2.594, -3.206)  0.430
H (0.298, 1.024, -3.953)  0.402
H (-4.172, 2.116, -4.528)  0.260
F (-6.147, -1.216, 1.744)  -0.233
C (-5.173, -0.668, 2.498)  -0.062
F (-5.410, -0.986, 3.793)  -0.221
C (-5.162, 0.859, 2.390)  0.971
F (-6.269, 1.371, 2.985)  -0.277
F (-4.086, 1.249, 3.130)  -0.332
C (-4.965, 1.489, 1.009)  -0.741
O (-6.106, 1.899, 0.285)  -0.377
C (-6.820, 1.045, -0.502)  0.854
F (-6.179, -0.115, -0.713)  -0.282
F (-6.979, 1.650, -1.703)  -0.313
C (-8.240, 0.821, 0.034)  0.109
F (-8.213, 0.420, 1.321)  -0.203
F (-8.829, -0.141, -0.709)  -0.269
H (-4.207, -1.080, 2.197)  0.351
H (-4.444, 2.424, 1.208)  0.416
H (-4.295, 0.888, 0.394)  0.362
H (-8.812, 1.748, -0.044)  0.252
F (5.138, 0.111, -0.753)  -0.220
C (6.398, 0.153, -1.226)  0.184
F (6.424, -0.598, -2.364)  -0.275
C (7.415, -0.421, -0.236)  0.923
F (7.244, -1.752, -0.116)  -0.263
F (8.624, -0.213, -0.835)  -0.328
C (7.515, 0.230, 1.152)  -0.859
O (6.797, -0.362, 2.222)  -0.411
C (5.485, -0.053, 2.466)  0.758
F (5.088, 1.036, 1.782)  -0.277
F (5.372, 0.234, 3.778)  -0.299
C (4.556, -1.248, 2.215)  0.320
F (4.772, -1.764, 0.987)  -0.189
F (3.272, -0.828, 2.280)  -0.290
H (6.646, 1.189, -1.479)  0.226
H (8.558, 0.095, 1.434)  0.450
H (7.340, 1.304, 1.098)  0.366
H (4.721, -2.024, 2.960)  0.206
F (-8.260, 0.480, 6.958)  -0.255
C (-7.071, 0.368, 6.328)  0.375
F (-6.509, -0.808, 6.692)  -0.272
C (-6.115, 1.497, 6.715)  0.894
F (-5.740, 1.369, 8.007)  -0.285
F (-5.010, 1.294, 5.942)  -0.278
C (-6.551, 2.939, 6.435)  -0.886
O (-7.134, 3.679, 7.487)  -0.408
C (-8.466, 3.626, 7.770)  0.841
F (-9.174, 3.026, 6.798)  -0.287
F (-8.904, 4.904, 7.863)  -0.307
C (-8.738, 2.997, 9.142)  0.183
F (-8.153, 1.789, 9.246)  -0.211
F (-10.074, 2.849, 9.285)  -0.258
H (-7.231, 0.364, 5.247)  0.062
H (-5.618, 3.465, 6.240)  0.418
H (-7.144, 3.000, 5.523)  0.421
H (-8.356, 3.653, 9.927)  0.241
F (0.077, -6.385, 0.605)  -0.220
C (-1.108, -6.028, 1.139)  0.025
F (-2.043, -6.061, 0.163)  -0.264
C (-1.065, -4.609, 1.714)  1.016
F (-0.946, -3.711, 0.716)  -0.222
F (-2.291, -4.436, 2.290)  -0.338
C (-0.044, -4.309, 2.818)  -0.876
O (1.173, -3.699, 2.445)  -0.276
C (2.252, -4.400, 1.999)  0.722
F (2.141, -5.718, 2.232)  -0.317
F (3.329, -3.967, 2.716)  -0.292
C (2.561, -4.106, 0.525)  0.526
F (1.475, -4.325, -0.243)  -0.245
F (3.548, -4.941, 0.129)  -0.283
H (-1.385, -6.743, 1.919)  0.304
H (-0.525, -3.551, 3.433)  0.387
H (0.116, -5.178, 3.457)  0.308
H (2.884, -3.074, 0.409)  0.041
C (9.800, 0.239, -6.302)  -1.483
C (8.795, 1.333, -6.041)  0.553
F (9.431, 2.357, -5.354)  -0.361
C (7.617, 0.854, -5.198)  -0.643
B (6.293, 1.653, -5.433)  0.549
O (6.349, 3.081, -5.466)  -0.492
C (6.558, 3.550, -4.290)  0.589
N (6.708, 3.968, -3.221)  -0.505
C (4.921, 0.931, -5.590)  0.979
C (4.255, 0.852, -6.797)  -0.828
C (3.078, 0.142, -6.831)  -0.555
C (2.642, -0.433, -5.661)  -0.412
N (3.237, -0.346, -4.484)  -0.491
C (4.375, 0.341, -4.466)  -0.308
H (9.296, -0.643, -6.677)  0.383
H (10.260, -0.034, -5.359)  0.352
H (10.546, 0.542, -7.023)  0.378
H (8.467, 1.750, -6.992)  0.221
H (7.429, -0.193, -5.399)  0.319
H (7.880, 0.914, -4.142)  0.264
H (4.650, 1.312, -7.685)  0.434
H (2.509, 0.030, -7.733)  0.455
H (1.730, -1.009, -5.693)  0.489
H (4.890, 0.442, -3.536)  0.105


Record 2
This record from the OMol25 dataset describes a molecular structure, C25H30ClGeO5ReTe. The level of theory is the ωB97M-V functional and the def2-TZVPD basis.

Properties
- Electronic energy: -4229.92688 Ha
- Net charge: -1
- Energy relative to the best compared isomer or geometry (same formula, charge and spin): 0.710 eV
- HOMO-LUMO gap (alpha / beta): 0.227 / 0.267 hartree
- Spin multiplicity: 4
- HOMO (alpha / beta): -3.97 / -5.16 eV

Last column: Mulliken charge in e.
Element x y z (Å)
Re (-0.725, -0.463, -1.654)  -0.293
O (-2.553, -4.037, 0.782)  -0.669
Cl (-2.451, -3.047, -0.250)  1.667
O (-3.682, -2.949, -0.992)  -0.650
O (-2.131, -1.737, 0.333)  -0.515
O (-1.356, -3.382, -1.160)  -0.663
C (-0.443, -2.895, -4.972)  -1.097
Te (-1.889, -1.780, -3.881)  0.270
C (-1.883, -0.156, -5.258)  -1.062
H (-0.862, -3.232, -5.917)  0.335
H (-0.168, -3.754, -4.364)  0.306
H (0.433, -2.272, -5.136)  0.345
H (-1.263, 0.644, -4.866)  0.295
H (-2.904, 0.196, -5.376)  0.293
H (-1.500, -0.516, -6.211)  0.408
C (0.650, -0.195, -0.601)  0.169
Ge (1.611, 0.066, 1.026)  1.948
C (0.905, -1.245, 2.279)  0.252
C (0.533, -0.902, 3.576)  -0.353
C (-0.047, -1.841, 4.422)  -0.575
C (-0.273, -3.131, 3.969)  -0.532
C (0.084, -3.485, 2.675)  -0.395
C (0.672, -2.549, 1.840)  -0.385
C (1.314, 1.837, 1.803)  -0.346
C (2.349, 2.684, 2.191)  -0.272
C (2.087, 3.940, 2.726)  -0.604
C (0.777, 4.370, 2.878)  -0.359
C (-0.268, 3.540, 2.491)  -0.777
C (0.002, 2.288, 1.958)  -0.179
C (3.529, -0.191, 0.762)  -0.231
C (4.040, -0.394, -0.518)  -0.422
C (5.400, -0.592, -0.722)  -0.518
C (6.272, -0.591, 0.357)  -0.367
C (5.779, -0.397, 1.641)  -0.683
C (4.419, -0.203, 1.837)  -0.190
H (0.685, 0.111, 3.933)  0.314
H (-0.340, -1.556, 5.425)  0.383
H (-0.753, -3.857, 4.615)  0.353
H (-0.133, -4.478, 2.304)  0.357
H (0.900, -2.825, 0.816)  0.297
H (3.380, 2.368, 2.070)  0.351
H (2.907, 4.584, 3.020)  0.383
H (0.569, 5.349, 3.293)  0.354
H (-1.294, 3.870, 2.599)  0.393
H (-0.825, 1.653, 1.656)  0.582
H (3.360, -0.404, -1.364)  0.283
H (5.779, -0.752, -1.724)  0.372
H (7.333, -0.747, 0.199)  0.360
H (6.455, -0.405, 2.488)  0.371
H (4.048, -0.071, 2.849)  0.429
C (-2.371, 2.623, -1.303)  -1.461
C (-3.244, 1.398, -1.566)  1.823
C (-4.339, 1.732, -2.576)  -1.942
C (-3.854, 0.901, -0.260)  -1.382
O (-2.466, 0.365, -2.149)  -0.737
H (-2.924, 3.391, -0.756)  0.413
H (-2.013, 3.054, -2.241)  0.332
H (-1.500, 2.340, -0.708)  0.164
H (-5.008, 2.511, -2.202)  0.404
H (-4.928, 0.837, -2.786)  0.392
H (-3.887, 2.079, -3.508)  0.353
H (-4.470, 1.676, 0.205)  0.452
H (-3.065, 0.613, 0.436)  0.122
H (-4.462, 0.011, -0.435)  0.331